# 1
C22H34IN2O10PS2 | ωB97M-V/def2-TZVPD

Structure (XYZ):
```
72
Properties=species:S:1:pos:R:3
I -6.502 1.576 -0.879
S 0.806 1.361 -3.503
S -3.251 2.645 -4.202
P -2.360 2.423 -2.488
O 6.981 -3.767 1.508
O -5.108 -3.215 0.005
O -1.117 3.530 -2.457
O 3.148 5.129 2.170
O 1.203 6.077 2.039
O -3.386 2.873 -1.232
O 2.800 6.664 0.540
O 5.461 -2.187 2.089
O 0.895 -3.464 -1.001
O 6.086 -3.626 3.585
N -3.033 -2.816 -0.981
N -3.968 0.037 -1.376
C -2.284 -1.789 -1.546
C 6.254 -3.242 2.312
C -7.329 -1.370 -1.031
C -2.695 -0.395 -1.735
C 4.682 -2.534 -0.192
C -0.891 -2.152 -1.992
C -4.737 -0.922 -0.816
C -1.773 0.651 -2.325
C 0.548 -3.207 0.376
C 2.421 6.028 1.489
C 0.756 -1.684 0.841
C -0.445 0.232 -2.754
C -0.274 6.374 0.124
C 0.276 6.970 1.406
C 4.447 4.904 1.624
C 0.001 -1.181 -2.580
C -8.171 -2.214 0.022
C 5.489 -1.666 0.754
C -0.298 -3.613 -1.807
C -6.184 -0.530 -0.325
C 6.804 -4.810 3.930
C -4.228 -2.314 -0.626
H 3.665 -2.672 0.181
H -7.589 -3.147 0.242
H 4.364 4.384 0.668
H -0.701 5.386 0.313
H 7.862 -4.716 3.686
H 1.580 1.669 -2.394
H 6.706 -4.954 5.005
H 4.993 4.269 2.320
H -1.033 -4.320 -1.351
H 1.026 -1.493 -2.896
H 1.278 -1.582 1.824
H -6.852 -2.007 -1.823
H -0.404 3.251 -1.850
H 0.081 -3.939 -2.814
H 0.739 7.942 1.231
H -3.114 2.304 -0.477
H -9.176 -2.449 -0.407
H 6.519 -1.546 0.411
H -0.540 -3.461 0.521
H -1.043 7.019 -0.302
H 5.122 -3.528 -0.289
H 0.513 6.243 -0.620
H 6.368 -5.671 3.421
H 1.156 -3.832 1.095
H -5.095 -2.995 0.959
H -8.276 -1.577 0.944
H -0.279 -1.234 0.924
H 5.045 -0.671 0.800
H 4.994 5.839 1.504
H -8.050 -0.674 -1.534
H 1.257 -1.105 0.016
H 4.635 -2.082 -1.184
H -6.239 -0.550 0.795
H -0.540 7.122 2.113
```

## Properties
- E: -3156.02611 a.u.
- Lowest unoccupied orbital energy: -1.349 eV
- Total charge: 0
- HOMO-LUMO gap: 0.2602 Eh

Charges obtained by Löwdin population analysis, quoted in units of e: I 0.893; S 0.755; S 0.264; P 0.263; O 0.124; O 0.020; O -0.284; O 0.001; O 0.034; O -0.307; O 0.124; O 0.033; O -0.189; O 0.002; N 0.207; N 0.077; C -0.131; C -0.600; C -0.309; C -0.163; C -0.057; C -0.083; C -0.208; C -0.226; C -0.240; C -0.601; C -0.074; C -0.518; C -0.066; C -0.210; C -0.046; C -0.044; C -0.103; C -0.210; C -0.144; C -0.610; C -0.045; C -0.247; H 0.066; H 0.063; H 0.097; H 0.074; H 0.096; H -0.105; H 0.093; H 0.093; H 0.117; H 0.120; H 0.071; H 0.115; H 0.040; H 0.137; H 0.125; H 0.054; H 0.075; H 0.124; H 0.107; H 0.085; H 0.079; H 0.075; H 0.099; H 0.119; H 0.127; H 0.077; H 0.066; H 0.120; H 0.096; H 0.058; H 0.069; H 0.083; H 0.081; H 0.122

***

# 2
C22H34N2O3P2S2Zr | ωB97M-V/def2-TZVPD

Structure (XYZ):
```
66
Properties=species:S:1:pos:R:3
Zr -0.067 0.084 0.128
S -0.380 -0.985 6.817
S 1.628 -0.986 2.157
P -0.124 2.593 -0.584
P 0.075 -2.547 0.874
O -0.463 0.893 2.210
O -1.085 -2.051 7.555
O -0.311 0.413 7.247
N -0.200 -0.523 -1.740
N -0.345 -1.291 4.619
C 3.059 -2.371 5.438
C 0.940 -1.393 4.420
C 0.184 -1.255 -5.319
C 1.418 3.480 -0.839
C -2.176 -1.465 -4.678
C 1.778 -1.772 7.955
C -0.900 -2.798 2.339
C -1.863 -1.113 -3.367
C 0.448 1.234 3.050
C 1.734 -3.207 1.107
C -1.123 3.521 0.596
C -1.016 2.661 -2.144
C -1.154 -1.533 -5.638
C 3.597 -2.800 6.669
C 1.865 -1.640 5.468
C 1.697 1.988 2.669
C 0.085 1.194 4.470
C -0.497 -0.839 -3.001
C 1.253 -1.442 6.723
C 2.977 -2.458 7.894
C 0.522 -0.903 -4.014
C -0.757 -3.538 -0.376
H 0.981 -1.305 -6.067
H -1.930 -2.452 2.282
H 2.005 3.499 0.083
H 1.778 0.065 0.483
H 3.373 -2.726 8.869
H -0.706 -3.801 2.714
H -1.134 3.721 -2.381
H 1.200 -1.506 8.851
H 3.472 -2.620 4.455
H -2.140 3.117 0.612
H 1.545 -0.674 -3.685
H 2.358 -2.691 1.901
H -1.793 -3.188 -0.485
H -0.555 -2.148 3.155
H -1.125 4.550 0.234
H -0.054 2.186 4.913
H -2.614 -1.036 -2.567
H -0.712 3.466 1.609
H 1.136 4.488 -1.147
H -1.403 -1.806 -6.653
H -1.994 2.175 -2.057
H 2.422 2.083 3.497
H -0.454 2.146 -2.930
H 1.626 -4.239 1.443
H 0.906 0.775 5.053
H 1.411 2.996 2.347
H 1.988 2.976 -1.625
H -0.704 -4.549 0.049
H -0.848 0.623 4.532
H -3.218 -1.684 -4.930
H 2.319 -3.095 0.187
H 4.499 -3.412 6.683
H -0.212 -3.438 -1.322
H 2.238 1.516 1.846
```

## Properties
- E: -2719.74781 a.u.
- Relative energy (zero: lowest compared OMol25 entry of this formula, charge and spin): 170.1 kcal/mol
- Lowest unoccupied orbital energy: -1.238 eV
- Total charge: 0
- HOMO-LUMO gap: 0.1967 Eh

Charges obtained by Löwdin population analysis, quoted in units of e: Zr 1.152; S 0.819; S 0.526; P 0.680; P 0.537; O -0.285; O -0.330; O -0.332; N -0.260; N 0.000; C -0.001; C -0.339; C -0.113; C -0.245; C -0.114; C -0.057; C -0.293; C -0.067; C -0.535; C -0.401; C -0.260; C -0.270; C -0.129; C -0.045; C -0.222; C -0.093; C -0.076; C -0.468; C -0.314; C -0.058; C -0.059; C -0.289; H 0.097; H 0.061; H 0.036; H -0.098; H 0.107; H 0.062; H 0.048; H 0.131; H 0.115; H 0.058; H 0.099; H -0.080; H 0.046; H -0.055; H 0.049; H 0.120; H 0.093; H 0.031; H 0.051; H 0.084; H 0.053; H 0.103; H 0.049; H 0.046; H 0.076; H 0.073; H 0.059; H 0.039; H 0.079; H 0.097; H 0.058; H 0.105; H 0.040; H 0.009